Entry 1:
The following is a DFT calculation (ωB97M-V with the def2-TZVPD basis set) of C32H57N2O2P2Pb as an isolated structure.

Summary:
Multiplicity: 1
E_tot, a.u.: -2387.9967
Energy above the lowest of the compared OMol25 structures with the same formula, charge and spin, kcal/mol: 93.03
Charge: +3

Geometry as XYZ:
```
96
Properties=species:S:1:pos:R:3:lowdin_charge:R:1
Pb -0.322 -0.858 0.212 1.344
P 1.172 1.942 2.356 1.396
P -0.591 -1.683 -2.591 1.092
O 3.040 -3.161 0.473 0.135
O 0.350 -3.907 0.517 -0.149
N 0.639 0.853 -1.407 0.009
N -1.530 1.000 0.858 0.041
C -2.104 3.187 0.096 -0.513
C 2.293 2.548 -1.236 0.019
C -0.997 2.112 0.550 -0.386
C 2.333 -0.709 2.508 -0.156
C 1.959 -2.607 -3.196 -0.076
C 0.618 3.399 3.390 -0.679
C 2.153 -2.533 0.108 -0.073
C 1.806 1.568 -3.363 0.022
C 0.204 -4.354 -2.773 -0.074
C 0.251 -4.637 1.529 -0.441
C -0.444 -4.202 2.777 -0.005
C -2.392 2.902 -1.371 -0.025
C 0.270 -3.100 -4.954 -0.063
C -2.489 -1.885 -2.848 -0.676
C 1.151 1.910 -0.741 -0.294
C 0.011 -0.202 -3.522 -0.247
C 0.488 -2.996 -3.434 -0.672
C 1.601 3.679 4.540 -0.081
C 2.580 2.419 -2.592 0.017
C -3.317 3.025 1.013 -0.026
C -0.808 3.127 3.928 -0.049
C -3.158 -0.517 -3.057 -0.085
C 0.420 2.468 0.455 -0.204
C 0.903 -5.981 1.610 0.012
C 3.537 1.201 3.537 -0.077
C -2.813 -2.778 -4.050 -0.077
C -3.064 -2.525 -1.563 -0.102
C 2.155 0.566 3.348 -0.636
C -1.693 4.648 0.110 -0.049
C 0.614 4.718 2.600 -0.079
C 0.885 0.742 -2.734 -0.295
C 1.460 0.164 4.655 -0.053
H 1.292 4.604 5.049 0.116
H 3.066 -1.372 3.001 0.120
H 4.237 0.470 3.970 0.120
H 0.536 -0.523 -4.427 0.081
H -0.682 -3.573 -5.216 0.074
H -4.250 -0.666 -3.075 0.114
H -1.676 5.063 1.122 0.088
H -2.941 0.179 -2.237 0.047
H 1.408 -1.303 2.426 0.022
H 2.600 -3.379 -3.651 0.115
H 3.516 2.077 4.191 0.069
H -2.445 -3.804 -3.922 0.078
H -1.089 -3.333 2.613 0.075
H -0.874 0.344 -3.871 0.097
H -4.166 3.573 0.592 0.113
H -1.102 3.981 4.558 0.117
H -1.041 -5.031 3.179 0.109
H 2.199 -2.555 -2.126 0.025
H -1.491 3.082 -1.980 0.102
H -2.734 1.878 -1.532 0.058
H -2.594 -3.493 -1.340 0.087
H -3.909 -2.840 -4.139 0.110
H 2.218 -1.649 -3.663 0.082
H -2.430 -2.359 -4.989 0.093
H -3.180 3.569 -1.734 0.114
H -0.855 2.216 4.537 0.089
H 3.389 2.988 -3.062 0.145
H 1.877 1.509 -4.460 0.151
H 0.481 -0.296 4.458 0.095
H -0.761 4.836 -0.437 0.103
H 1.721 -5.914 2.341 0.115
H 2.873 3.169 -0.565 0.133
H -2.876 -0.053 -4.011 0.092
H 0.157 5.486 3.247 0.123
H 2.082 -0.595 5.158 0.121
H 3.931 1.512 2.558 0.095
H 1.074 -3.734 -5.362 0.112
H -0.832 -4.683 -2.939 0.078
H 1.314 0.989 5.360 0.075
H -1.544 3.029 3.122 0.050
H 2.606 3.859 4.137 0.088
H 1.624 5.045 2.333 0.109
H 2.726 -0.489 1.509 0.065
H 0.319 -3.957 3.532 0.108
H 0.872 -5.108 -3.221 0.111
H 0.385 -4.327 -1.688 0.055
H 0.332 -2.133 -5.467 0.082
H -3.094 3.450 2.006 0.083
H 0.014 4.685 1.694 0.018
H -2.952 -1.868 -0.684 0.043
H -4.141 -2.698 -1.713 0.109
H 0.575 3.553 0.460 0.089
H 0.184 -6.719 1.983 0.108
H 1.643 2.883 5.289 0.074
H 1.301 -6.294 0.642 0.100
H -2.475 5.207 -0.425 0.120
H -3.587 1.967 1.136 0.088
```

Entry 2:
The following is a DFT calculation (ωB97M-V with the def2-TZVPD basis set) of C32H58CrF6N4O34Ti as an isolated structure.

Summary:
Multiplicity: 8
E_tot, a.u.: -6524.0282
Charge: -1

Geometry as XYZ:
```
136
Properties=species:S:1:pos:R:3:lowdin_spin:R:1
Cr 0.278 -1.943 26.803 3.767
Ti 3.409 1.233 25.715 2.754
F -0.718 -8.820 23.342 0.000
F -0.234 -6.470 28.671 0.000
F 1.797 -6.225 29.222 0.000
F 0.381 -6.916 30.715 0.000
F 1.211 -7.948 23.011 0.000
F 0.430 -9.417 21.636 0.000
O -1.627 -7.261 21.090 0.000
O -0.116 -2.833 28.786 0.038
O -3.204 -0.102 26.948 0.005
O -3.806 -2.073 27.371 0.003
O -1.311 -3.806 30.445 0.003
O -1.345 -4.385 24.071 0.003
O -4.322 -2.232 18.960 0.000
O -0.220 -3.762 25.919 0.019
O -2.090 2.788 23.833 0.000
O 0.744 -3.272 30.947 0.002
O 0.437 0.028 27.534 0.026
O 0.286 -5.566 24.714 0.003
O -3.506 4.336 24.375 0.000
O -1.844 -1.662 26.679 0.023
O 4.271 -2.722 27.938 0.010
O 1.032 -0.838 22.746 0.013
O 1.574 1.704 27.099 0.067
O -2.483 -0.802 31.511 0.000
O 1.022 -8.859 27.919 0.000
O 0.873 -1.089 24.866 0.041
O 4.708 -5.117 21.545 0.000
O 1.275 -9.285 30.075 0.000
O -0.843 0.560 31.706 0.000
O 0.384 -6.165 21.435 0.000
O 1.855 0.623 23.999 0.073
O 2.360 -2.550 26.961 0.023
O 4.248 -5.838 23.663 0.000
O -2.679 -1.988 20.575 0.000
O 4.438 -3.620 23.100 0.001
O -4.292 -0.389 20.280 0.000
O -0.447 1.920 27.378 0.012
O -2.607 1.055 30.257 0.000
O -2.922 2.803 25.944 0.000
O 3.702 -0.958 27.005 0.064
N 0.525 1.222 27.332 0.005
N 1.218 -0.447 23.863 0.012
N 3.438 -2.135 27.276 0.007
N -2.971 -1.293 26.984 0.003
C -3.676 -4.016 23.528 0.000
C 4.564 -4.944 22.877 0.000
C 2.729 -2.265 31.811 0.000
C -2.895 3.265 24.789 0.000
C 1.273 -6.039 25.657 0.000
C -0.095 1.719 31.404 0.000
C -0.304 -4.478 24.919 0.007
C 1.894 -11.243 31.314 0.000
C 0.875 -3.841 21.413 0.000
C 0.068 -4.953 20.724 0.000
C -3.778 -1.435 19.978 0.000
C 1.073 -8.483 29.030 0.000
C -2.352 -4.210 29.529 0.000
C -4.024 -4.585 19.780 0.000
C 1.645 -10.658 29.947 0.000
C 1.965 -2.698 30.563 0.000
C -3.831 -3.555 18.613 0.000
C 1.351 1.493 31.098 0.000
C -0.483 -7.203 21.581 0.000
C -1.270 1.668 24.089 0.000
C -1.991 0.357 31.099 0.000
C 3.886 -3.267 24.338 0.002
C 0.103 -8.367 22.405 0.000
C -2.128 -1.381 21.766 0.000
C 0.705 -7.039 29.448 0.000
C -4.274 5.161 25.309 0.000
C -2.511 -3.711 24.463 0.000
C 5.772 -6.764 20.232 0.000
C -3.667 -1.423 30.867 0.000
C -5.220 5.947 24.490 0.000
C -0.250 -3.235 29.951 0.008
C 4.447 -6.345 20.940 0.000
H -3.597 5.767 25.912 0.000
H 1.692 -7.006 25.379 0.000
H 5.749 -6.267 19.262 0.000
H -1.293 -1.968 22.148 0.000
H -2.897 -1.349 22.538 0.000
H 1.939 -1.812 29.929 0.000
H -2.148 -5.022 28.830 0.000
H 5.682 -7.833 20.037 0.000
H -0.984 -4.668 20.745 0.000
H -4.622 -3.515 23.730 0.000
H -1.676 0.738 23.692 0.000
H 0.827 -6.193 26.640 0.000
H 2.173 -5.445 25.818 0.000
H -3.612 -1.474 29.779 0.000
H 0.861 -11.217 29.437 0.000
H -4.789 4.521 26.025 0.000
H -2.576 -3.373 28.868 0.000
H -5.799 5.326 23.806 0.000
H 4.610 -3.268 25.153 0.000
H -5.783 6.400 25.305 0.000
H 2.249 -1.517 32.442 0.000
H 2.077 1.321 31.893 0.000
H -0.336 1.788 23.540 0.000
H 4.062 -7.090 21.636 0.000
H -3.289 -4.445 30.032 0.000
H 0.283 -5.070 19.662 0.000
H 3.670 -2.199 24.308 0.003
H 1.448 0.607 30.469 0.000
H 0.247 -3.424 22.200 0.000
H -3.833 -5.561 19.334 0.000
H 2.827 -3.111 32.491 0.000
H -3.296 -4.314 20.545 0.000
H -2.796 -3.731 18.320 0.000
H 3.662 -6.200 20.197 0.000
H 1.776 2.230 30.416 0.000
H -3.709 -2.425 31.293 0.000
H 2.368 -12.215 31.180 0.000
H 3.634 -1.846 31.370 0.000
H 2.983 -3.826 24.581 0.000
H 1.804 -4.150 21.891 0.000
H -1.007 1.506 25.135 0.000
H -4.409 -3.916 17.762 0.000
H -3.407 -3.765 22.501 0.000
H -2.705 -4.007 25.494 0.000
H -0.471 2.307 30.568 0.000
H -1.896 -0.389 21.378 0.000
H -5.013 -4.522 20.233 0.000
H 1.053 -3.039 20.697 0.000
H 2.579 -10.769 29.396 0.000
H 0.951 -11.354 31.850 0.000
H 2.535 -3.455 30.025 0.000
H 6.672 -6.608 20.828 0.000
H 0.011 2.460 32.197 0.000
H -2.316 -2.641 24.525 0.000
H -3.825 -5.087 23.658 0.000
H -4.826 6.735 23.848 0.000
H -4.584 -0.890 31.119 0.000
H 2.745 -10.790 31.823 0.000
```

Entry 3:
The following is a DFT calculation (ωB97M-V with the def2-TZVPD basis set) of C32H58CuN3O2P2 as an isolated structure.

Summary:
Multiplicity: 2
E_tot, a.u.: -3891.7621
Charge: +1

Geometry as XYZ:
```
98
Properties=species:S:1:pos:R:3:lowdin_spin:R:1
Cu 0.026 -0.259 -0.698 0.021
P -1.009 -0.141 2.688 0.281
P 0.494 0.263 -2.834 0.004
O 2.198 -2.172 -0.147 -0.001
O 3.655 0.486 0.053 0.000
N -0.876 1.578 -0.558 0.041
N 5.877 0.040 0.331 0.000
N -1.594 -0.965 0.110 0.052
C -1.018 2.306 -1.673 0.000
C 2.355 2.212 -2.275 0.000
C 0.701 0.153 3.570 0.103
C 0.615 1.389 4.461 0.019
C 1.082 -1.127 4.337 0.005
C 0.580 -2.447 -3.473 0.000
C -1.921 3.340 0.680 0.046
C -4.351 -1.177 -1.268 0.001
C 5.674 -1.399 0.283 0.000
C -1.783 1.156 1.765 0.263
C -3.882 -2.979 0.443 -0.001
C -1.591 -1.267 -3.905 0.000
C -5.239 -0.951 1.019 0.000
C 4.817 0.870 0.265 0.000
C 7.192 0.547 0.683 0.000
C 1.426 -1.343 -0.385 0.000
C -0.646 1.685 -3.026 -0.001
C -2.697 -0.829 0.551 0.025
C -2.098 -0.233 5.461 0.002
C 1.781 0.408 2.516 0.003
C -0.057 -1.137 -3.990 0.001
C -1.467 1.993 0.625 0.016
C -4.078 -1.481 0.201 0.002
C -1.551 3.595 -1.669 0.043
C 0.368 -0.911 -5.444 0.000
C -2.401 -0.574 4.000 0.008
C -3.723 0.118 3.654 0.007
C 3.228 0.055 -3.222 0.000
C 2.111 1.104 -3.311 0.000
C -1.953 4.141 -0.451 0.002
C -2.568 -2.087 3.807 0.011
C 2.113 1.744 -4.708 0.000
H -0.223 2.460 -3.679 0.000
H 1.578 1.305 1.919 0.000
H -3.418 -2.455 4.400 0.001
H 0.203 -2.714 -2.478 0.000
H -2.764 -2.309 2.750 0.002
H 4.178 0.543 -3.479 0.000
H -1.570 1.341 -3.518 -0.001
H -1.994 0.847 5.614 0.000
H -2.295 5.173 -0.406 -0.001
H 0.313 -3.260 -4.163 0.000
H 2.034 -0.962 4.860 0.001
H -1.954 -1.105 -2.880 0.000
H 7.956 -0.093 0.229 0.000
H -3.804 1.126 4.079 0.001
H 7.351 0.560 1.773 0.000
H -5.302 0.141 0.938 0.000
H 2.747 0.560 3.023 0.001
H -1.623 4.128 -2.617 0.002
H 5.142 -1.759 1.173 0.000
H 1.614 1.597 4.873 0.007
H -0.062 -1.719 -6.057 0.000
H -4.335 -0.091 -1.433 0.000
H 1.951 1.025 -5.516 0.000
H 3.296 2.720 -2.528 0.000
H -5.341 -1.540 -1.574 0.000
H -0.010 0.037 -5.847 0.000
H -2.252 3.718 1.644 0.003
H -4.562 -0.467 4.061 0.001
H -5.160 -1.257 2.067 0.000
H 3.327 -0.331 -2.201 0.000
H 3.108 2.189 -4.862 0.000
H 5.085 1.937 0.410 0.000
H 1.556 2.964 -2.278 0.000
H 1.226 -1.967 3.644 0.002
H -6.182 -1.367 0.637 0.000
H 5.089 -1.673 -0.601 0.000
H 0.305 2.265 3.876 0.001
H -0.071 1.270 5.304 0.000
H 1.675 -2.391 -3.425 0.000
H 2.467 1.797 -1.267 0.000
H -2.925 -3.307 0.011 0.000
H -2.103 -0.563 -4.576 0.000
H -4.690 -3.572 -0.002 0.000
H -1.223 -0.744 5.873 0.000
H -1.885 -2.288 -4.199 0.000
H 6.661 -1.864 0.235 0.000
H -3.851 0.191 2.573 0.003
H -2.408 1.729 2.465 0.020
H 7.290 1.574 0.308 0.000
H -1.674 -2.648 4.104 0.002
H 1.456 -0.961 -5.575 0.000
H 0.344 -1.436 5.083 0.000
H -3.608 -1.657 -1.916 0.000
H 3.086 -0.781 -3.920 0.000
H -2.963 -0.549 6.067 0.000
H 1.382 2.554 -4.809 0.000
H 1.904 -0.431 1.826 0.001
H -3.862 -3.190 1.520 0.000
```